(1)
Formula: C48H43IN2O12
Source: the OMol25 dataset
Level of theory: ωB97M-V with the def2-TZVPD basis set

Each line ends with the Löwdin charge.
Geometry (Å):
C -1.1528 -0.4790 0.7287  -0.02
C 0.3252 0.2134 0.3646  -0.26
O 0.3522 1.0339 -0.6992  -0.04
N 1.5014 -0.1460 1.2407  0.02
C 2.7416 0.6619 0.9366  -0.24
C 3.5512 0.7262 -0.4871  -0.03
O 3.2277 1.4288 1.9508  -0.02
C 1.7586 -1.6293 1.3261  -0.02
C 2.3344 -2.1310 2.6378  -0.01
O 2.6313 -1.2391 3.7695  -0.14
C 1.4515 -0.9952 4.6138  -0.16
C 1.9006 -0.3179 6.0603  -0.17
N 3.3562 -0.5434 6.4173  -0.10
C 3.6535 -1.9806 6.7835  -0.17
C 5.2170 -2.2874 7.1786  -0.36
C 6.3270 -1.6686 6.1405  -0.09
O 5.5397 -1.9289 8.5884  -0.12
C 2.6950 -3.7353 2.7977  -0.10
O 2.5242 -4.2798 4.0047  -0.01
C 3.1946 -4.5566 1.4417  -0.10
C 4.2381 -5.8401 1.4628  -0.17
C 4.0871 -6.8118 2.7749  -0.19
C 5.1920 -6.4939 3.9762  -0.15
C 5.7680 -7.8771 4.6985  -0.19
O 4.9541 -8.3138 5.8532  -0.16
C 5.2497 -7.5102 7.0574  -0.13
O 6.4216 -7.6493 7.7173  -0.05
C 2.5988 -4.0460 0.1420  -0.49
I 2.9991 -4.9328 -1.8349  0.83
C 1.5387 -2.7524 0.1594  -0.20
O 0.5783 -2.7846 -0.7660  -0.04
H -1.0488 -1.5308 1.2391  0.08
H -1.8495 0.2656 1.3277  0.10
H -1.6948 -0.6546 -0.3187  0.11
H 2.8639 0.4934 -1.4263  0.10
H 3.9173 1.8543 -0.6100  0.11
H 4.5300 0.0666 -0.5020  0.10
H 0.8013 -1.9673 4.7484  0.14
H 0.8168 -0.1505 4.0587  0.13
H 1.1743 -0.8111 6.8693  0.14
H 1.7269 0.8541 5.9805  0.13
H 4.0139 -0.1580 5.7031  0.10
H 3.4089 -2.6363 5.8339  0.11
H 3.0011 -2.2880 7.7142  0.14
H 5.3416 -3.4736 7.1277  0.14
H 7.2302 -2.4222 6.0519  0.08
H 6.7541 -0.6712 6.5859  0.09
H 5.9095 -1.5078 5.0363  0.09
H 6.2699 -2.5509 8.8868  0.11
H 5.3409 -5.3975 1.4958  0.13
H 4.1675 -6.5281 0.5141  0.08
H 4.2811 -7.9176 2.4405  0.11
H 2.9810 -6.7292 3.2160  0.13
H 6.1625 -5.9548 3.5377  0.12
H 4.7484 -5.8440 4.8537  0.10
H 6.8906 -7.7320 5.0723  0.14
H 5.7755 -8.7843 3.9355  0.14
H 4.4172 -6.7230 7.3806  0.17
C -7.1506 5.3584 -2.4782  -0.05
C -6.8453 6.7186 -2.5185  -0.05
C -5.5933 7.1661 -2.0937  0.01
C -4.6472 6.2515 -1.6153  -0.08
C -4.9614 4.8945 -1.5521  -0.09
C -6.2121 4.4453 -1.9955  0.00
C -3.9894 3.9271 -1.0031  -0.27
O -4.2633 2.7344 -0.9505  0.06
C -2.6871 4.4185 -0.5107  -0.08
C -1.7792 3.5204 0.0654  0.01
C -0.5398 3.9747 0.5215  -0.05
C -0.2006 5.3215 0.3954  -0.05
C -1.1054 6.2194 -0.1730  0.01
C -2.3551 5.7682 -0.6180  -0.09
C -3.3191 6.7319 -1.1849  -0.28
O -3.0236 7.9166 -1.2918  0.10
H -8.1230 5.0085 -2.8179  0.11
H -7.5815 7.4317 -2.8828  0.11
H -5.3601 8.2289 -2.1328  0.12
H -6.4594 3.3857 -1.9618  0.12
H -2.0349 2.4667 0.1646  0.10
H 0.1616 3.2765 0.9732  0.10
H 0.7676 5.6743 0.7440  0.11
H -0.8355 7.2703 -0.2636  0.12
C -4.6865 3.1384 -10.8875  -0.06
C -4.4576 1.7982 -11.1985  -0.06
C -4.3308 0.8560 -10.1765  0.00
C -4.4212 1.2571 -8.8381  -0.09
C -4.6255 2.6008 -8.5267  -0.09
C -4.7701 3.5422 -9.5542  0.00
C -4.6729 3.0429 -7.1180  -0.28
O -4.8559 4.2225 -6.8437  0.10
C -4.4880 2.0449 -6.0457  -0.08
C -4.4729 2.4589 -4.7074  0.02
C -4.3119 1.5198 -3.6864  -0.04
C -4.1754 0.1672 -3.9974  -0.05
C -4.1845 -0.2474 -5.3300  0.01
C -4.3313 0.6949 -6.3565  -0.09
C -4.3038 0.2508 -7.7641  -0.28
O -4.1792 -0.9373 -8.0385  0.09
H -4.7944 3.8712 -11.6841  0.11
H -4.3797 1.4856 -12.2374  0.11
H -4.1574 -0.1893 -10.4269  0.12
H -4.9434 4.5908 -9.3189  0.12
H -4.5820 3.5127 -4.4558  0.11
H -4.2952 1.8441 -2.6481  0.07
H -4.0572 -0.5654 -3.2020  0.11
H -4.0724 -1.3045 -5.5654  0.12

Force components x, y, z for each atom (eV/Å):
C 0.229 -0.051 -1.019
C -1.484 2.262 -4.356
O 0.655 -4.554 6.850
N -0.631 -0.709 -2.921
C 3.725 4.426 4.458
C -0.337 0.686 -0.467
O -3.448 -5.124 -6.464
C 1.856 -1.701 3.835
C -0.992 1.494 -2.586
O -1.436 -2.795 -2.457
C -1.751 1.250 0.165
C 0.250 -0.117 -0.546
N -0.908 -0.610 0.326
C 0.558 -0.253 -0.261
C 0.284 -1.255 -0.505
C 0.236 -0.127 0.027
O 0.575 -1.177 -1.406
C -0.709 -1.672 4.108
O 1.280 3.110 -7.312
C -1.674 1.272 -3.447
C 0.362 0.314 0.859
C -0.178 0.032 0.790
C 0.530 -0.588 0.369
C 1.176 0.041 -0.838
O 1.021 2.732 1.900
C 5.736 -1.267 1.874
O -7.984 1.040 -4.481
C 0.976 -0.090 4.572
I -0.471 0.865 1.955
C -3.076 -1.176 -3.603
O 5.762 0.944 5.768
H -0.132 2.281 -0.758
H 1.784 -1.529 -1.000
H 1.431 0.470 2.288
H 1.391 0.271 2.250
H -0.905 -2.525 0.511
H -2.204 1.127 0.318
H 1.491 1.831 -0.288
H 1.104 -2.037 1.076
H 1.796 1.291 -1.595
H 0.293 -2.611 0.265
H -1.051 -0.690 0.726
H 0.466 0.746 2.037
H 1.188 0.605 -1.946
H -0.526 2.418 -0.097
H -1.797 1.514 0.213
H -0.989 -1.830 -0.995
H 0.761 -0.281 2.466
H -1.384 1.184 -0.681
H -2.349 -0.768 -0.230
H -0.233 1.831 1.686
H -0.459 2.126 0.525
H 2.551 -0.288 -1.002
H -2.222 -1.045 0.844
H 0.805 -1.069 -2.007
H -2.472 -0.183 -0.806
H -0.185 1.910 1.682
H 1.672 -1.970 -0.666
C 0.285 -0.141 0.126
C 0.353 -0.027 0.133
C -0.277 -0.095 -0.097
C -0.597 0.132 -0.229
C -0.545 0.053 -0.242
C -0.205 0.211 -0.088
C -0.195 -0.973 0.147
O 0.101 0.594 0.313
C 0.528 -0.190 0.298
C 0.277 0.123 0.128
C -0.349 -0.017 -0.122
C -0.326 0.105 -0.149
C 0.153 -0.201 0.111
C 0.594 -0.052 0.246
C 0.420 1.495 -0.118
O -0.210 -0.761 0.074
H 0.198 0.045 0.063
H 0.159 -0.127 0.060
H 0.120 -0.312 0.058
H 0.194 0.221 0.070
H -0.041 0.310 -0.170
H -0.139 0.129 -0.131
H -0.189 -0.058 -0.069
H -0.243 -0.232 -0.049
C 0.000 0.000 0.369
C 0.008 -0.163 0.351
C -0.030 0.210 -0.273
C 0.007 0.189 -0.629
C -0.026 0.135 -0.646
C 0.032 -0.106 -0.306
C -0.208 1.355 0.379
O 0.091 -0.649 -0.180
C 0.065 -0.092 0.615
C 0.048 -0.289 0.183
C -0.037 0.137 -0.300
C -0.026 0.016 -0.504
C 0.016 0.064 0.317
C 0.028 -0.168 0.567
C 0.168 -1.460 -0.228
O -0.073 0.713 0.126
H 0.018 -0.123 0.164
H -0.021 0.039 0.200
H -0.060 0.220 0.246
H 0.065 -0.299 0.124
H -0.010 -0.201 -0.231
H -0.037 -0.177 -0.422
H -0.018 0.128 -0.154
H -0.026 0.308 -0.134

Output
Structure (SMILES)   CC(=O)N(C(C)=O)C1=C(OCCNC[C@@H](C)O)C(=O)C(CCCCOC=O)=C(I)C1=O.O=C1c2ccccc2C(=O)c2ccccc21.O=C1c2ccccc2C(=O)c2ccccc21
Multiplicity   1
Energy   -86109.32670 eV
HOMO level   -8.78 eV
M   966.78 g mol⁻¹


(2)
Formula: C48H45As2N7S3Tl
Source: the OMol25 dataset
Level of theory: ωB97M-V with the def2-TZVPD basis set

Each line ends with the Löwdin charge.
Geometry (Å):
Tl 1.7292 1.0499 1.0983  0.53
C 6.6375 -0.7390 -2.1422  -0.46
S 5.1215 -1.7285 -2.1519  0.75
C 4.2726 -1.0903 -0.7025  -1.19
S 4.5462 0.5025 -0.1731  0.43
N 3.5630 -2.0092 -0.1339  -0.14
N 2.6965 -1.7842 0.8493  -0.05
C 2.8139 -2.4892 1.9157  -0.10
C 1.8829 -2.3562 3.0318  -0.28
C 2.0127 -3.1924 4.1454  -0.03
C 1.2001 -2.9920 5.2435  -0.08
C 0.2610 -1.9719 5.2044  -0.07
C 0.1692 -1.2168 4.0471  -0.19
N 0.9457 -1.3996 2.9869  0.07
H 7.1867 -1.0001 -3.0452  0.02
H 7.2175 -0.9854 -1.2560  0.03
H 6.3728 0.3138 -2.1350  -0.01
H 3.6667 -3.1567 2.0519  0.12
H 2.7553 -3.9797 4.1373  0.10
H 1.3011 -3.6163 6.1223  0.10
H -0.3711 -1.7655 6.0567  0.10
H -0.5624 -0.4177 3.9651  0.11
N 1.2830 -0.3238 -2.2866  0.14
C 1.6587 0.6390 -3.1873  -0.27
C 2.1453 0.3037 -4.4356  -0.03
C 2.4403 1.2892 -5.3844  -0.09
C 2.2790 2.6182 -5.0985  -0.07
C 1.8128 3.0043 -3.8237  -0.16
C 1.6474 4.3525 -3.4432  -0.02
C 1.1836 4.6504 -2.1941  -0.05
C 0.8807 3.5954 -1.3171  -0.16
N 1.0158 2.3307 -1.6222  0.05
C 1.4844 2.0158 -2.8574  -0.17
H 1.8047 -1.1856 -2.3663  0.08
H 1.2033 0.0071 -1.3330  -0.04
H 2.2962 -0.7431 -4.6698  0.11
H 2.8026 0.9902 -6.3600  0.10
H 2.5029 3.3829 -5.8323  0.10
H 1.9091 5.1373 -4.1430  0.11
H 1.0489 5.6753 -1.8748  0.10
H 0.5199 3.8015 -0.3134  0.09
C -2.3649 -1.8955 -1.4448  -0.46
C -2.9502 -0.8091 -0.5392  -0.45
As -1.7150 0.7712 -0.3758  1.29
C -2.6058 1.6840 -1.8848  -0.37
C -2.0364 1.5049 -3.1443  -0.12
C -2.6133 2.0604 -4.2764  -0.09
C -3.7800 2.8017 -4.1648  -0.11
C -4.3635 2.9783 -2.9189  -0.10
C -3.7787 2.4264 -1.7877  -0.10
C -2.6223 1.6753 1.1091  -0.40
C -3.9434 1.4633 1.4948  -0.13
C -4.4881 2.1513 2.5697  -0.10
C -3.7192 3.0647 3.2779  -0.09
C -2.3956 3.2738 2.9172  -0.07
C -1.8578 2.5803 1.8439  -0.12
As -0.7615 -2.6669 -0.5851  1.30
C -0.1457 -3.8545 -2.0172  -0.42
C 0.7370 -4.8764 -1.6668  -0.13
C 1.2840 -5.7100 -2.6277  -0.09
C 0.9772 -5.5207 -3.9682  -0.10
C 0.1240 -4.4914 -4.3358  -0.10
C -0.4316 -3.6683 -3.3661  -0.11
C -1.7942 -4.0290 0.3942  -0.39
C -2.1993 -5.2405 -0.1636  -0.11
C -2.9628 -6.1401 0.5652  -0.10
C -3.3060 -5.8584 1.8798  -0.11
C -2.9146 -4.6556 2.4470  -0.09
C -2.1826 -3.7434 1.7015  -0.13
H -2.0832 -1.4461 -2.4015  0.04
H -3.0912 -2.6890 -1.6376  0.07
H -3.1204 -1.2141 0.4638  0.05
H -3.9071 -0.4682 -0.9421  0.06
H -1.1237 0.9276 -3.2345  0.08
H -2.1504 1.9191 -5.2452  0.10
H -4.2308 3.2427 -5.0452  0.09
H -5.2771 3.5532 -2.8263  0.10
H -4.2459 2.5760 -0.8221  0.09
H -4.5559 0.7456 0.9609  0.09
H -5.5170 1.9727 2.8581  0.10
H -4.1496 3.6050 4.1118  0.10
H -1.7797 3.9682 3.4761  0.10
H -0.8131 2.7151 1.5838  0.04
H 0.9865 -5.0138 -0.6197  0.10
H 1.9593 -6.5029 -2.3329  0.10
H 1.3990 -6.1715 -4.7236  0.10
H -0.1125 -4.3311 -5.3809  0.10
H -1.0850 -2.8589 -3.6691  0.09
H -1.9154 -5.4809 -1.1810  0.10
H -3.2951 -7.0616 0.1025  0.10
H -3.8771 -6.5716 2.4613  0.10
H -3.1790 -4.4323 3.4735  0.10
H -1.9085 -2.7915 2.1378  0.08
C 1.5010 5.6088 6.4795  -0.05
C 1.4339 4.8605 5.1772  -0.37
C 0.9681 5.4805 4.0160  -0.06
C 1.0662 4.7333 2.8560  -0.18
N 1.5034 3.4869 2.8307  -0.03
C 1.8737 2.9173 4.0128  -0.89
S 2.4016 1.2966 4.0331  0.48
N 1.8594 3.6116 5.1771  0.08
H 1.4048 6.6813 6.3112  0.06
H 2.4520 5.3971 6.9656  0.08
H 0.7071 5.2874 7.1555  0.08
H 0.5907 6.4934 4.0151  0.09
H 0.7839 5.1618 1.8959  0.10

Force components x, y, z for each atom (eV/Å):
Tl 0.221 -0.309 0.623
C -0.365 -0.095 0.026
S -0.023 -0.025 -0.035
C -0.057 -0.079 0.686
S -0.249 0.370 0.106
N 0.660 -1.146 -1.142
N -0.416 0.567 0.998
C 0.299 0.403 -0.739
C -0.533 0.223 0.459
C 0.156 0.030 -0.195
C -0.118 0.075 0.000
C 0.071 -0.193 0.117
C -0.053 -0.014 -0.202
N 0.042 -0.122 -0.168
H 0.014 -0.013 -0.018
H 0.094 0.066 -0.032
H 0.111 0.051 -0.035
H -0.088 -0.140 -0.147
H 0.053 0.017 0.021
H 0.004 -0.005 0.003
H -0.050 0.044 -0.030
H 0.072 0.011 0.030
N -0.052 -0.197 0.195
C 0.050 -0.065 -0.287
C -0.089 -0.030 0.173
C 0.030 0.213 -0.043
C 0.052 0.010 -0.134
C -0.096 -0.253 0.174
C -0.022 0.057 0.150
C 0.034 0.147 -0.196
C -0.082 -0.289 0.146
N 0.139 0.143 -0.335
C 0.070 0.375 -0.267
H -0.026 -0.053 0.155
H -0.001 -0.085 -0.026
H 0.002 -0.004 -0.015
H 0.026 -0.020 -0.006
H 0.028 -0.005 -0.001
H -0.034 0.004 -0.035
H 0.007 -0.006 0.028
H -0.017 0.067 0.054
C 0.069 0.394 -0.108
C 0.120 -0.133 0.151
As -0.764 -0.314 -0.204
C 0.154 0.048 -0.034
C 0.137 -0.046 0.111
C -0.057 0.001 -0.063
C -0.001 0.009 -0.038
C -0.013 0.034 -0.006
C 0.004 0.001 0.103
C 0.042 0.052 0.077
C -0.033 -0.154 -0.050
C -0.042 0.023 0.027
C 0.028 -0.004 -0.033
C -0.055 0.078 0.070
C 0.139 -0.122 -0.144
As -0.098 -0.237 -0.067
C 0.224 0.080 -0.110
C -0.070 0.082 0.141
C 0.027 -0.037 0.017
C -0.062 0.006 -0.041
C 0.025 -0.102 -0.031
C -0.125 0.233 0.096
C -0.059 -0.069 0.098
C 0.013 0.068 -0.077
C -0.002 -0.025 -0.008
C -0.026 -0.005 0.036
C -0.091 -0.051 0.046
C 0.118 0.102 -0.073
H 0.055 -0.072 -0.002
H 0.054 0.028 -0.015
H -0.039 0.082 -0.003
H 0.026 0.040 0.115
H 0.078 -0.003 -0.035
H 0.030 -0.016 0.008
H -0.008 -0.001 -0.002
H 0.002 0.007 0.015
H 0.012 0.039 0.006
H -0.012 0.027 -0.003
H -0.004 -0.007 -0.013
H 0.014 -0.013 0.020
H 0.041 -0.021 -0.013
H 0.029 0.097 0.071
H 0.077 -0.057 -0.030
H 0.018 0.006 0.015
H 0.040 0.009 0.007
H -0.003 0.021 0.014
H -0.009 -0.040 -0.038
H -0.039 -0.028 0.002
H 0.058 -0.031 0.019
H -0.017 -0.002 -0.017
H -0.002 0.052 -0.018
H 0.149 0.030 0.133
C -0.027 -0.019 -0.034
C -0.081 0.037 -0.194
C 0.042 0.068 0.008
C -0.062 -0.078 0.098
N 0.013 -0.034 -0.104
C 0.015 0.214 0.011
S 0.024 -0.043 -0.230
N 0.066 0.049 0.224
H -0.006 0.017 0.061
H 0.002 0.004 0.018
H -0.018 -0.036 -0.018
H 0.058 0.034 -0.016
H -0.039 0.004 -0.001

Output
Charge   -1
Multiplicity   1
Energy   -219815.82008 eV
HOMO level   -4.19 eV
M   1170.37 g mol⁻¹


What are the frontier orbital gap values for these records? In order: 6.3; 6.6 eV.